{
  "formula": "C20H54F3NO15S2",
  "method": "wB97M-V/def2-TZVPD",
  "species": ["O", "C", "O", "S", "O", "O", "N", "S", "O", "O", "C", "F", "F", "F", "C", "C", "O", "H", "H", "H", "H", "H", "H", "C", "C", "O", "H", "H", "H", "H", "H", "H", "C", "C", "O", "H", "H", "H", "H", "H", "H", "C", "C", "O", "H", "H", "H", "H", "H", "H", "C", "C", "O", "H", "H", "H", "H", "H", "H", "C", "C", "O", "H", "H", "H", "H", "H", "H", "C", "C", "O", "H", "H", "H", "H", "H", "H", "C", "C", "O", "H", "H", "H", "H", "H", "H", "C", "C", "O", "H", "H", "H", "H", "H", "H"],
  "coordinates": [[-2.147, -6.194, -1.750], [-2.115, -5.241, -2.523], [-1.804, -5.035, -3.703], [-2.623, -3.607, -1.614], [-1.390, -2.813, -1.507], [-3.193, -3.899, -0.305], [-3.656, -2.691, -2.492], [-5.021, -3.190, -3.020], [-5.933, -2.057, -3.097], [-4.996, -4.005, -4.219], [-5.918, -4.295, -1.817], [-6.101, -3.740, -0.642], [-7.148, -4.503, -2.331], [-5.372, -5.479, -1.668], [0.727, 0.581, 0.067], [-0.704, 0.082, -0.057], [-1.630, 1.136, 0.238], [0.907, 0.965, 1.074], [1.444, -0.218, -0.135], [0.915, 1.398, -0.639], [-0.895, -0.719, 0.654], [-0.895, -0.317, -1.054], [-1.456, 1.815, -0.423], [-0.074, 3.400, 4.876], [0.072, 2.630, 3.576], [1.273, 1.853, 3.561], [0.775, 4.059, 5.031], [-0.989, 3.997, 4.870], [-0.120, 2.715, 5.727], [0.131, 3.313, 2.730], [-0.783, 1.969, 3.412], [1.227, 1.226, 4.290], [5.018, 4.425, 3.110], [5.198, 3.038, 2.515], [4.344, 2.085, 3.122], [5.205, 4.399, 4.184], [5.700, 5.144, 2.650], [3.995, 4.776, 2.960], [6.215, 2.685, 2.678], [5.019, 3.064, 1.433], [3.427, 2.361, 2.984], [-0.740, 1.871, -4.202], [-1.324, 3.113, -3.558], [-1.008, 3.195, -2.170], [-1.105, 0.968, -3.713], [-1.009, 1.816, -5.258], [0.352, 1.879, -4.126], [-2.411, 3.102, -3.616], [-0.964, 4.017, -4.067], [-0.049, 3.203, -2.084], [10.209, 1.306, 3.782], [9.188, 2.275, 3.216], [9.480, 2.634, 1.869], [11.209, 1.740, 3.735], [9.982, 1.057, 4.820], [10.221, 0.379, 3.204], [9.183, 3.206, 3.782], [8.185, 1.839, 3.268], [9.469, 1.830, 1.339], [-2.740, 0.240, -7.322], [-2.436, -0.964, -6.441], [-2.518, -0.675, -5.063], [-2.056, 1.061, -7.098], [-2.648, -0.012, -8.382], [-3.758, 0.598, -7.144], [-1.418, -1.315, -6.611], [-3.120, -1.785, -6.687], [-3.419, -0.413, -4.844], [-8.490, -4.831, -5.842], [-8.031, -6.267, -5.652], [-6.653, -6.426, -5.938], [-8.295, -4.507, -6.867], [-9.559, -4.727, -5.636], [-7.940, -4.167, -5.172], [-8.565, -6.939, -6.330], [-8.240, -6.586, -4.623], [-6.186, -5.833, -5.329], [1.347, -3.744, 1.519], [1.871, -4.231, 0.175], [0.871, -4.854, -0.592], [0.925, -4.579, 2.079], [2.140, -3.280, 2.113], [0.551, -3.013, 1.367], [2.659, -4.975, 0.322], [2.305, -3.384, -0.377], [0.163, -4.204, -0.735], [1.708, 5.087, 9.311], [2.334, 4.620, 8.010], [1.637, 5.106, 6.870], [0.666, 4.769, 9.364], [2.242, 4.681, 10.171], [1.727, 6.177, 9.380], [2.300, 3.534, 7.935], [3.384, 4.929, 7.963], [1.660, 6.068, 6.891]],
  "e_above_lowest_kcal_mol": 0.0,
  "energy_ev": -83640.2295,
  "total_charge": -2,
  "e_homo_ev": -1.89,
  "multiplicity": 1,
  "max_force_ha_per_bohr": 0.02368
}